The following is a quantum chemistry calculation of a molecular structure, C37H39BrN7O4W in a non-equilibrium geometry, from the Open Molecules 2025 dataset.

Net charge ... +1
Energy relative to the best compared isomer or geometry (same formula, charge and spin) ... 0.000 eV
HOMO level (alpha / beta) ... -9.224 / -9.988 eV
Gap between HOMO and LUMO (alpha / beta) ... 5.91 / 6.27 eV
2S+1 ... 3

Last column: Löwdin spin population.
CARTESIAN COORDINATES (ANGSTROEM)
W1 0.33 0.29 -0.81  1.411
O1 1.09 4.29 -0.94  0.056
C1 0.58 3.19 -1.05  0.019
O2 1.14 2.05 -0.67  0.022
C2 -0.77 2.92 -1.62  0.036
C3 -1.70 3.81 -2.15  -0.006
C4 -2.93 3.34 -2.58  0.037
C5 -3.24 1.99 -2.43  -0.005
C6 -2.30 1.16 -1.86  0.030
N1 -1.06 1.59 -1.49  -0.004
C7 -2.46 -0.27 -1.51  0.014
O3 -3.44 -0.95 -1.71  0.034
O4 -1.37 -0.70 -0.89  0.030
H1 -1.44 4.86 -2.20  -0.001
H2 -3.66 4.02 -3.01  0.002
H3 -4.20 1.57 -2.71  -0.001
C8 3.60 -2.84 0.83  0.001
N2 2.28 -3.07 1.39  0.007
C9 2.28 -3.87 2.59  0.001
C10 1.14 -2.48 0.93  0.014
N3 1.10 -1.30 0.33  0.015
C11 2.15 -0.33 0.28  0.008
C12 3.11 -0.34 -0.77  0.028
C13 4.27 0.43 -0.64  0.005
C14 4.54 1.15 0.50  0.025
C15 3.55 1.30 1.51  0.007
C16 3.70 2.18 2.60  0.006
C17 2.62 2.49 3.39  0.003
C18 1.35 1.99 3.10  0.008
C19 1.18 1.08 2.07  0.002
N4 -0.08 0.81 1.50  0.006
C20 -1.16 0.75 2.28  0.002
N5 -1.16 0.20 3.51  0.000
C21 -2.07 0.64 4.55  0.000
C22 -0.15 -0.73 3.98  0.000
N6 -2.33 1.24 1.79  0.002
C23 -3.62 0.61 1.96  0.000
C24 -2.37 2.55 1.18  0.000
C25 2.31 0.63 1.35  0.017
N7 -0.01 -3.18 1.14  0.011
C26 -0.09 -4.62 1.02  0.001
C27 -1.32 -2.56 1.21  0.001
H4 4.02 -1.88 1.15  0.000
H5 3.57 -2.88 -0.26  0.000
H6 4.25 -3.63 1.18  0.000
H7 3.01 -3.43 3.29  0.000
H8 2.58 -4.89 2.39  0.000
H9 1.31 -3.86 3.06  0.000
H10 3.00 -1.05 -1.59  0.002
H11 4.98 0.44 -1.45  0.000
H12 5.47 1.68 0.60  0.001
H13 4.65 2.66 2.76  0.000
H14 2.73 3.20 4.20  0.000
H15 0.50 2.39 3.62  0.000
H16 -2.60 1.53 4.24  0.000
H17 -1.48 0.88 5.45  0.000
H18 -2.78 -0.14 4.82  0.000
H19 0.44 -1.12 3.15  0.000
H20 -0.65 -1.56 4.49  0.000
H21 0.53 -0.25 4.69  0.000
H22 -3.49 -0.39 2.37  0.000
H23 -4.08 0.52 0.98  0.000
H24 -4.28 1.19 2.61  0.000
H25 -1.36 2.92 1.00  0.000
H26 -2.88 3.26 1.83  0.000
H27 -2.92 2.53 0.23  0.000
H28 -0.88 -4.86 0.30  0.000
H29 0.84 -5.04 0.66  0.000
H30 -0.36 -5.08 1.97  0.000
H31 -1.84 -2.96 2.09  0.000
H32 -1.92 -2.79 0.33  0.000
H33 -1.23 -1.48 1.30  0.000
Br1 0.29 -2.68 -2.25  0.023
C28 -0.66 -1.68 -3.59  -0.005
C29 -1.61 -2.32 -4.34  0.014
C30 -2.18 -1.63 -5.41  -0.008
C31 -1.75 -0.37 -5.74  0.012
C32 -0.75 0.28 -4.98  0.002
C33 -0.21 1.52 -5.36  0.060
C34 0.84 2.05 -4.66  -0.004
C35 1.27 1.46 -3.46  0.055
C36 0.69 0.31 -2.93  -0.020
C37 -0.24 -0.35 -3.81  0.017
H34 -1.88 -3.34 -4.12  0.001
H35 -2.94 -2.12 -6.00  -0.001
H36 -2.13 0.12 -6.62  0.001
H37 -0.61 2.02 -6.24  0.003
H38 1.31 2.97 -4.98  -0.002
H39 2.07 1.96 -2.92  0.003

The following is a quantum chemistry calculation of a molecular structure, C37H39Cl2N8O7S3Ta, from the Open Molecules 2025 dataset.

Net charge ... +2
Energy relative to the best compared isomer or geometry (same formula, charge and spin) ... 0.892 eV
HOMO level (alpha / beta) ... -12.722 / -12.722 eV
Gap between HOMO and LUMO (alpha / beta) ... 5.93 / 5.93 eV

Last column: Löwdin charge in e.
CARTESIAN COORDINATES (ANGSTROEM)
Ta1 -0.51 -0.65 1.17  1.380
S1 1.27 -1.44 2.63  0.661
C1 2.38 -1.88 1.37  -0.771
N1 3.71 -1.99 1.53  0.108
N2 4.22 -1.65 2.63  0.056
C2 5.61 -1.78 2.91  -0.219
C3 6.06 -1.23 4.10  -0.014
C4 7.41 -1.32 4.42  -0.051
C5 8.28 -1.96 3.55  -0.048
C6 7.81 -2.52 2.37  -0.051
C7 6.46 -2.43 2.04  -0.015
N3 1.96 -2.20 0.16  0.028
N4 0.71 -2.06 -0.09  -0.171
C8 0.33 -2.71 -1.32  -0.286
C9 1.22 -3.58 -1.95  -0.016
C10 0.86 -4.20 -3.14  -0.053
C11 -0.39 -3.98 -3.70  -0.059
C12 -1.28 -3.14 -3.06  -0.059
C13 -0.93 -2.51 -1.87  -0.136
H1 3.62 -1.24 3.36  0.119
H2 5.38 -0.73 4.77  0.120
H3 7.77 -0.90 5.34  0.118
H4 9.33 -2.04 3.80  0.118
H5 8.49 -3.03 1.70  0.117
H6 6.08 -2.88 1.13  0.112
H7 2.19 -3.78 -1.51  0.112
H8 1.56 -4.87 -3.61  0.118
H9 -0.67 -4.48 -4.62  0.117
H10 -2.27 -2.98 -3.47  0.117
H11 -1.66 -1.89 -1.38  0.032
O1 1.91 5.20 1.64  0.144
C14 2.95 4.55 1.14  -0.491
O2 3.98 5.09 0.85  0.140
C15 2.82 3.07 0.93  -0.039
C16 3.83 2.35 0.33  0.028
N5 3.40 1.07 0.24  0.040
N6 2.18 0.90 0.75  0.073
C17 1.81 2.11 1.17  -0.159
C18 0.47 2.24 1.78  -0.497
O3 -0.02 3.31 2.07  0.122
O4 -0.16 1.10 1.99  -0.336
H12 1.15 4.60 1.84  0.078
H13 4.79 2.68 -0.02  0.151
H14 3.91 0.28 -0.12  0.158
Cl1 -1.53 -0.71 3.67  0.784
C19 -3.06 -1.55 3.45  -0.587
C20 -4.05 -1.38 4.39  -0.075
C21 -5.26 -2.03 4.18  -0.037
C22 -5.46 -2.81 3.06  -0.067
C23 -4.44 -2.97 2.13  -0.672
Cl2 -4.69 -3.97 0.76  0.745
C24 -3.21 -2.33 2.31  -0.650
S2 -1.89 -2.61 1.19  0.696
H15 -3.89 -0.76 5.26  0.121
H16 -6.05 -1.93 4.91  0.125
H17 -6.40 -3.31 2.90  0.123
C25 0.79 0.49 -5.07  -0.092
C26 1.41 -0.32 -3.94  -0.267
C27 1.31 0.35 -2.56  -0.304
S3 -0.44 0.49 -2.13  1.111
O5 -0.51 0.32 -0.57  -0.651
C28 -0.75 2.23 -2.36  -0.314
C29 -0.01 3.19 -1.44  -0.267
C30 -0.18 4.63 -1.92  -0.061
H18 0.97 -0.01 -6.02  0.089
H19 1.22 1.49 -5.14  0.087
H20 -0.29 0.58 -4.96  0.067
H21 2.48 -0.47 -4.12  0.127
H22 0.97 -1.31 -3.88  0.091
H23 1.76 1.33 -2.52  0.098
H24 1.74 -0.29 -1.79  0.072
H25 -1.83 2.31 -2.28  0.082
H26 -0.49 2.38 -3.41  0.106
H27 1.06 2.94 -1.40  0.098
H28 -0.40 3.09 -0.43  0.096
H29 0.27 4.78 -2.90  0.088
H30 0.30 5.32 -1.22  0.083
H31 -1.24 4.90 -1.98  0.087
O6 -3.78 1.18 -3.07  -0.055
C31 -5.00 1.75 -2.62  -0.227
N7 -5.92 0.78 -2.10  0.109
C32 -5.73 0.09 -0.94  -0.447
O7 -6.32 -0.92 -0.67  0.120
C33 -4.75 0.68 0.04  -0.105
C34 -5.05 1.75 0.86  0.038
C35 -4.11 2.15 1.79  0.009
C36 -2.91 1.48 1.88  -0.113
N8 -2.62 0.42 1.11  -0.078
C37 -3.53 0.03 0.20  -0.074
H32 -3.94 0.73 -3.91  0.104
H33 -5.51 2.28 -3.43  0.140
H34 -4.73 2.47 -1.85  0.125
H35 -6.59 0.36 -2.73  0.160
H36 -6.00 2.26 0.78  0.144
H37 -4.29 2.99 2.46  0.129
H38 -2.15 1.80 2.57  0.094
H39 -3.31 -0.83 -0.40  0.103